Computed, not measured: 3 unconnected molecules or ions with the total composition C4H11NO2 in a non-equilibrium geometry, with ωB97M-V/def2-TZVPD.

```
18
Properties=species:S:1:pos:R:3:forces:R:3
C 1.07488 0.45806 2.04837 -0.20 1.33 -0.32
C 0.54826 0.69236 0.63697 -1.10 -0.14 -0.19
C -0.63280 0.07931 0.42038 -0.52 1.54 0.29
N -1.01300 -0.19539 -0.88122 2.26 -0.43 -1.42
C -0.93729 -1.27006 -1.56005 -1.68 0.85 -0.24
H 2.15964 0.52679 1.83700 -0.30 -0.64 1.26
H 0.75941 1.29274 2.71975 0.57 -0.34 -0.36
H 0.63871 -0.47317 2.50443 1.14 0.76 -0.69
H 1.03967 1.31898 -0.15807 -0.09 -1.25 0.86
H -1.26546 0.13110 1.30549 -0.50 -1.42 -0.10
H -0.48531 -1.23207 -2.59599 -1.13 -0.08 0.77
H -1.48357 -2.18913 -1.22821 1.13 -0.04 -0.01
H 0.59787 -2.44150 -0.75046 0.46 0.87 -0.34
H 1.91615 -1.50095 -0.27164 -1.31 -0.52 -0.70
O 1.35056 -2.29190 -0.17830 1.19 -0.69 1.19
H -1.37655 1.84917 -1.87916 0.00 -0.73 0.01
H -1.61155 2.55847 -0.52808 0.36 -0.05 -0.95
O -1.27961 2.68718 -1.44121 -0.29 0.99 0.94
```
Positions in Å, forces in eV/Å.

Values from the calculation:
**HOMO-LUMO gap**: 8.45 eV
**SMILES**: C=N/C=C/C.O.O
**Energy relative to the best compared isomer or geometry (same formula, charge and spin)**: 107.1 kcal/mol
**2S+1**: 1